No. 1
Density functional theory data (the ωB97M-V functional and the def2-TZVPD basis) for a 2-piece molecular cluster, C3H5BrO overall at a distorted geometry.

Structure (XYZ):
```
10
Properties=species:S:1:pos:R:3:mulliken_charge:R:1
C -1.160 -0.414 -0.940 -0.37
C -0.608 0.627 -1.854 -0.07
C 1.244 0.031 1.238 -0.67
O -1.856 0.251 -1.945 -0.16
Br 0.391 1.748 0.939 -0.13
H -0.804 -1.353 -1.207 0.22
H -1.357 -0.240 0.062 0.36
H 0.566 -0.640 1.654 0.28
H 2.076 0.213 1.845 0.29
H 1.508 -0.223 0.209 0.24
```

Summary:
Calculated total energy: -75277.8049 eV
Relative energy (zero: lowest compared OMol25 entry of this formula, charge and spin): 3.476 eV
Highest occupied orbital energy: -0.36387 hartree
Spin multiplicity: 1
Charge: 0
Frontier orbital gap: 0.387 Ha

No. 2
Density functional theory data (the ωB97M-V functional and the def2-TZVPD basis) for a 2-piece molecular cluster, C3H5BrS overall at a distorted geometry.

Structure (XYZ):
```
10
Properties=species:S:1:pos:R:3:mulliken_charge:R:1
C -0.082 2.760 -0.065 -0.41
C 0.721 0.361 -0.846 -0.13
C -0.403 -1.971 0.486 -0.80
S -0.575 -0.654 -0.775 0.12
Br 2.203 0.084 0.237 -0.06
H -1.135 2.681 -0.387 0.18
H 0.430 3.376 -0.831 0.21
H -0.910 -2.851 0.105 0.30
H -0.893 -1.613 1.389 0.29
H 0.645 -2.173 0.687 0.30
```

Summary:
Calculated total energy: -84062.8863 eV
Relative energy (zero: lowest compared OMol25 entry of this formula, charge and spin): 6.392 eV
Highest occupied orbital energy (spin up / spin down): -0.32288 / -0.31397 hartree
Spin multiplicity: 1
Charge: 0
Frontier orbital gap (spin up / spin down): 0.287 / 0.281 Ha

No. 3
Density functional theory data (the ωB97M-V functional and the def2-TZVPD basis) for C3H5BrSi as an isolated structure at a distorted geometry.

Structure (XYZ):
```
10
Properties=species:S:1:pos:R:3:mulliken_charge:R:1
C -1.108 0.892 1.952 0.18
C -0.568 0.089 1.244 -0.60
C 0.050 -0.667 0.247 -0.21
Si 0.433 0.138 -1.406 0.34
Br 1.900 -1.283 0.823 -0.15
H -1.693 1.574 2.616 0.38
H -0.587 -1.523 -0.180 0.28
H 0.806 -1.099 -2.276 -0.07
H 1.561 0.947 -1.036 -0.09
H -0.793 0.931 -1.985 -0.07
```

Summary:
Calculated total energy: -81109.1067 eV
Relative energy (zero: lowest compared OMol25 entry of this formula, charge and spin): 2.236 eV
Highest occupied orbital energy: -0.35635 hartree
Spin multiplicity: 1
Charge: 0
Frontier orbital gap: 0.367 Ha

No. 4
Density functional theory data (the ωB97M-V functional and the def2-TZVPD basis) for the molecule C3H5Cl2N3O at a distorted geometry.

Structure (XYZ):
```
14
Properties=species:S:1:pos:R:3:mulliken_charge:R:1
C -0.078 -1.044 -1.237 -0.15
C 1.166 -0.599 -0.502 -0.20
C 0.870 0.681 0.181 0.19
N -1.356 -0.817 -0.997 -0.47
N -1.101 -0.487 1.210 -0.68
N -1.742 -0.224 0.133 0.60
O 1.749 1.096 1.162 -0.53
Cl -0.066 1.966 -0.496 -0.15
Cl -3.433 0.421 0.130 -0.11
H 0.156 -1.403 -2.240 0.33
H 1.734 -1.273 0.282 0.26
H 1.762 -0.378 -1.324 0.28
H -1.387 0.060 2.080 0.25
H 1.729 2.000 1.616 0.37
```

Summary:
Calculated total energy: -34748.1636 eV
Relative energy (zero: lowest compared OMol25 entry of this formula, charge and spin): 3.642 eV
Highest occupied orbital energy (spin up / spin down): -0.25963 / -0.27610 hartree
Spin multiplicity: 1
Charge: 0
Frontier orbital gap (spin up / spin down): 0.246 / 0.282 Ha

No. 5
Density functional theory data (the ωB97M-V functional and the def2-TZVPD basis) for the molecule C3H5Cl2NS2 at a distorted geometry.

Structure (XYZ):
```
13
Properties=species:S:1:pos:R:3:mulliken_charge:R:1
C -0.104 0.877 0.889 -0.22
C -1.316 -1.572 0.384 -0.13
C 1.485 0.528 -0.748 -0.76
N 0.094 0.868 -0.414 0.14
S -2.169 -1.238 -0.896 -0.16
S -1.201 1.021 -1.456 -0.15
Cl -1.552 1.398 1.488 -0.06
Cl 0.091 -2.581 0.460 -0.17
H 0.788 0.836 1.512 0.35
H -1.586 -1.359 1.447 0.31
H 1.384 -0.130 -1.744 0.24
H 2.179 1.348 -1.071 0.26
H 1.907 0.004 0.149 0.35
```

Summary:
Calculated total energy: -51394.5799 eV
Relative energy (zero: lowest compared OMol25 entry of this formula, charge and spin): 1.508 eV
Highest occupied orbital energy (spin up / spin down): -0.29147 / -0.29145 hartree
Spin multiplicity: 1
Charge: 0
Frontier orbital gap (spin up / spin down): 0.278 / 0.278 Ha

No. 6
Density functional theory data (the ωB97M-V functional and the def2-TZVPD basis) for the molecule C3H5ClFNO at a distorted geometry.

Structure (XYZ):
```
12
Properties=species:S:1:pos:R:3:mulliken_charge:R:1
C -0.177 2.433 -0.989 -0.31
N -0.128 1.199 -1.314 -0.45
O 0.000 0.467 -0.058 -0.11
C 0.130 -0.899 -0.280 -0.40
C 0.188 -1.450 1.170 0.19
F 0.697 -2.674 1.157 -0.24
Cl -1.448 -1.547 1.951 -0.19
H -0.180 2.681 0.052 0.31
H -0.229 3.117 -1.796 0.33
H 1.054 -1.197 -0.798 0.28
H -0.745 -1.329 -0.795 0.29
H 0.837 -0.801 1.700 0.28
```

Summary:
Calculated total energy: -21967.1713 eV
SMILES: C=NOC[C@H](F)Cl
Relative energy (zero: lowest compared OMol25 entry of this formula, charge and spin): 0.793 eV
Highest occupied orbital energy: -0.37792 hartree
Spin multiplicity: 1
Charge: 0
Frontier orbital gap: 0.415 Ha

No. 7
Density functional theory data (the ωB97M-V functional and the def2-TZVPD basis) for the molecule C3H5ClFNOS at a distorted geometry.

Structure (XYZ):
```
13
Properties=species:S:1:pos:R:3:mulliken_charge:R:1
O -2.217 0.386 -0.244 -0.58
C -1.151 -0.164 -1.053 -0.50
C 0.215 -0.028 -0.432 0.71
N 1.197 0.552 -0.994 -0.57
S 2.767 0.812 -0.447 -0.12
C 0.238 -0.500 1.031 0.05
F 0.935 0.420 1.849 -0.28
Cl 0.959 -2.123 1.167 -0.12
H -2.056 1.388 0.054 0.35
H -1.471 -1.198 -1.076 0.27
H -1.222 0.184 -2.137 0.29
H 2.631 0.646 0.941 0.19
H -0.823 -0.375 1.341 0.31
```

Summary:
Calculated total energy: -32802.9724 eV
SMILES: OC/C(=N/S)[C@H](F)Cl
Relative energy (zero: lowest compared OMol25 entry of this formula, charge and spin): 0.624 eV
Highest occupied orbital energy: -0.33958 hartree
Spin multiplicity: 1
Charge: 0
Frontier orbital gap: 0.349 Ha

No. 8
Density functional theory data (the ωB97M-V functional and the def2-TZVPD basis) for C3H5ClHgNO7S2 as an isolated structure at a distorted geometry.

Structure (XYZ):
```
20
Properties=species:S:1:pos:R:3:mulliken_charge:R:1
O -1.369 -1.664 2.656 -0.33
C -1.590 -1.728 1.416 0.53
Cl -0.964 -3.257 0.544 -0.13
C -2.342 -0.539 0.609 -0.64
S -1.410 1.065 0.641 1.14
O -0.398 1.049 1.784 -0.50
O -2.440 2.136 1.003 -0.53
N -0.745 1.539 -0.867 -0.33
S 0.411 0.402 -1.446 1.12
O 0.749 0.809 -2.879 -0.56
O -0.068 -1.033 -1.509 -0.54
C 2.033 0.412 -0.511 -0.32
O 2.840 1.487 -1.034 -0.08
O 3.094 2.359 -0.030 -0.31
H -2.521 -0.916 -0.471 0.40
H -3.364 -0.392 1.116 0.44
H 2.572 -0.576 -0.808 0.32
H 1.929 0.398 0.631 0.37
H 2.517 3.140 -0.224 0.37
Hg 1.066 -4.691 -0.620 0.60
```

Summary:
Calculated total energy: -57361.1626 eV
Highest occupied orbital energy: -0.48098 hartree
Spin multiplicity: 1
Charge: +1
Frontier orbital gap: 0.094 Ha

No. 9
Density functional theory data (the ωB97M-V functional and the def2-TZVPD basis) for an isolated ion of composition C3H5ClN and charge +1 at a distorted geometry.

Structure (XYZ):
```
10
Properties=species:S:1:pos:R:3:mulliken_charge:R:1
C 0.936 2.005 0.188 -0.74
C 0.122 -0.256 0.407 0.39
C 0.040 1.107 -0.024 0.01
N -0.745 -1.316 -0.162 -0.34
Cl 1.736 -0.915 0.580 -0.11
H -0.897 1.383 -0.507 0.25
H -1.741 -1.104 -0.025 0.39
H -0.564 -1.543 -1.154 0.35
H -0.508 -2.158 0.386 0.39
H 1.621 2.798 0.310 0.41
```

Summary:
Calculated total energy: -17192.6572 eV
Relative energy (zero: lowest compared OMol25 entry of this formula, charge and spin): 2.161 eV
Highest occupied orbital energy (spin up / spin down): -0.49174 / -0.48039 hartree
Spin multiplicity: 1
Charge: +1
Frontier orbital gap (spin up / spin down): 0.327 / 0.257 Ha

No. 10
Density functional theory data (the ωB97M-V functional and the def2-TZVPD basis) for the molecule C3H5ClN2 at a distorted geometry.

Structure (XYZ):
```
11
Properties=species:S:1:pos:R:3:mulliken_charge:R:1
N 2.810 0.381 0.292 -0.50
N 2.120 -0.749 -0.079 -0.37
C 0.892 -0.636 -0.363 -0.10
C 0.142 0.630 -0.297 -0.14
C -1.129 0.851 -0.202 -0.28
Cl -2.335 -0.308 0.211 -0.18
H 2.474 0.880 1.116 0.23
H 3.733 0.047 0.532 0.28
H 0.378 -1.543 -0.698 0.39
H 0.708 1.540 -0.516 0.33
H -1.551 1.827 -0.333 0.35
```

Summary:
Calculated total energy: -18692.8749 eV
SMILES: N/N=C\C=C/Cl
Relative energy (zero: lowest compared OMol25 entry of this formula, charge and spin): 1.237 eV
Highest occupied orbital energy: -0.32918 hartree
Spin multiplicity: 1
Charge: 0
Frontier orbital gap: 0.354 Ha

No. 11
Density functional theory data (the ωB97M-V functional and the def2-TZVPD basis) for the molecule C3H5ClN2S at a distorted geometry.

Structure (XYZ):
```
12
Properties=species:S:1:pos:R:3:mulliken_charge:R:1
H -0.240 1.936 -0.233 0.30
N 0.797 1.528 -0.180 -0.57
C 0.587 0.314 0.008 0.47
C -0.751 -0.428 0.010 -0.30
C -1.933 0.195 0.245 -0.47
Cl -3.585 -0.208 -0.071 -0.15
N 1.700 -0.672 -0.078 -0.32
S 3.397 -0.279 -0.018 -0.18
H -0.752 -1.339 -0.487 0.42
H -2.138 0.951 1.039 0.32
H 1.302 -1.243 0.792 0.32
H 3.533 1.219 0.616 0.16
```

Summary:
Calculated total energy: -29526.5076 eV
SMILES: [H]/N=C(\C=C\Cl)NS
Relative energy (zero: lowest compared OMol25 entry of this formula, charge and spin): 2.720 eV
Highest occupied orbital energy: -0.33314 hartree
Spin multiplicity: 1
Charge: 0
Frontier orbital gap: 0.329 Ha

No. 12
Density functional theory data (the ωB97M-V functional and the def2-TZVPD basis) for C3H5ClN3O as an isolated structure at a distorted geometry.

Structure (XYZ):
```
13
Properties=species:S:1:pos:R:3:mulliken_charge:R:1
C 0.635 -1.462 0.245 0.19
C -0.254 -0.095 1.845 0.06
C -0.861 0.296 -0.358 0.63
N 0.488 -1.203 1.479 -0.38
N 0.006 -0.688 -0.764 -0.11
N -0.965 0.576 0.968 -0.35
O -1.738 0.836 -1.153 -0.28
Cl 0.168 -1.107 -2.515 0.07
H 1.236 -2.187 -0.280 0.38
H -0.412 0.233 2.808 0.45
H 1.639 1.830 -0.389 -0.14
H 1.531 2.409 0.178 0.17
H -1.473 0.562 -2.063 0.31
```

Summary:
Calculated total energy: -22222.1709 eV
Relative energy (zero: lowest compared OMol25 entry of this formula, charge and spin): 0.000 eV
Highest occupied orbital energy: -0.57942 hartree
Spin multiplicity: 1
Charge: +1
Frontier orbital gap: 0.361 Ha

Question: Which formula does entry 6 have?
Answer: C3H5ClFNO

Question: calculated total energy of number 12 (C3H5ClN3O)?
Answer: -22222.1709 eV

Question: Look up the spin multiplicity of the twelfth one.
Answer: 1